1.
ORCA calculation (ωB97M-V with the def2-TZVPD basis set) on a structure of composition C5H3ClO3S2.

LUMO in eV: -1.751
HOMO-LUMO gap in eV: 7.7
Highest occupied orbital energy in eV: -9.41

Structure (ORCA input):
```
! RIJCOSX wB97M-V def2-TZVPD def2/J DEFGRID3
* xyz 0 1
C 2.107 -0.460 0.042
C 0.669 -0.442 -0.039
C 2.573 0.814 -0.063
C 0.107 0.852 -0.012
C -1.172 1.258 0.098
O -1.969 2.078 0.138
O -2.106 -1.685 1.238
O -1.862 -1.579 -1.207
S 1.379 2.058 -0.036
S -2.212 -0.874 0.014
Cl -4.274 -0.271 -0.016
H 2.828 -1.243 0.075
H 0.265 -1.434 -0.086
H 3.667 0.928 -0.146
*
```

Now the natural (NBO) charges, all in e: -0.274 -0.057 -0.326 -0.481 0.677 -0.374 -0.922 -0.927 0.519 1.694 -0.312 0.249 0.276 0.257

***

2.
ORCA calculation (ωB97M-V with the def2-TZVPD basis set) on the ion C5H10N3 with charge +1.

LUMO in eV: -4.930
HOMO-LUMO gap in eV: 7.4
Highest occupied orbital energy in eV: -12.33

Structure (ORCA input):
```
! RIJCOSX wB97M-V def2-TZVPD def2/J DEFGRID3
* xyz 1 1
C 3.921 -0.433 -0.025
N 2.731 -0.493 -0.111
C 1.467 -0.540 -0.024
C 0.735 0.643 0.436
C -0.559 0.921 -0.268
N -1.428 -0.217 -0.178
C -2.714 -0.020 -0.067
N -3.673 -0.947 0.045
H 4.622 -0.401 -1.003
H 4.558 -0.388 0.843
H 0.960 -1.407 -0.129
H 0.455 0.580 1.568
H 1.520 1.548 0.537
H -1.174 1.673 0.216
H -0.242 1.028 -1.394
H -3.167 0.922 0.159
H -3.396 -1.809 -0.329
H -4.616 -0.659 -0.275
*
```

Now the natural (NBO) charges, all in e: 0.077 -0.247 0.288 -0.494 -0.237 -0.581 0.312 -0.758 0.243 0.244 0.253 0.296 0.248 0.218 0.198 0.146 0.389 0.404

***

3.
ORCA calculation (ωB97M-V with the def2-TZVPD basis set) on a cluster of 2 separate species, C7H6F3N5O4 in total.

LUMO in eV: -2.770
HOMO-LUMO gap in eV: 7.1
Highest occupied orbital energy in eV: -9.87

Structure (ORCA input):
```
! RIJCOSX wB97M-V def2-TZVPD def2/J DEFGRID3
* xyz 0 1
O -2.886 1.352 1.251
N -2.568 0.282 0.668
O -3.406 -0.424 0.055
C -1.226 -0.179 0.713
C -0.885 -1.421 0.087
N 0.316 -1.985 0.105
C 1.273 -1.277 0.684
N 2.562 -1.691 0.835
O 3.183 -0.620 1.550
N 2.250 0.415 1.811
O 2.582 1.412 2.415
C 1.022 0.007 1.294
C -0.242 0.555 1.390
H -1.676 -1.957 -0.411
H -0.411 1.549 1.801
N -1.549 0.926 4.578
C -1.475 -0.472 4.942
C -1.344 -0.674 6.444
F -1.152 -2.001 6.727
F -2.449 -0.254 7.127
F -0.265 0.027 6.915
H -0.772 1.462 4.947
H -1.673 1.086 3.579
H -0.605 -0.987 4.511
H -2.421 -0.961 4.675
*
```

Now the natural (NBO) charges, all in e: -0.374 0.492 -0.355 -0.049 0.117 -0.385 0.293 -0.089 -0.143 0.441 -0.319 -0.065 -0.082 0.240 0.275 -0.835 -0.302 0.975 -0.328 -0.321 -0.336 0.374 0.370 0.184 0.222

***

4.
ORCA calculation (ωB97M-V with the def2-TZVPD basis set) on a structure of composition C30H21Cl2F9IrN4O3P.

LUMO (alpha / beta) in eV: -0.347 / -2.410
⟨S²⟩: 6.030
HOMO-LUMO gap (alpha / beta) in eV: 6.5 / 5.8
Highest occupied orbital energy (alpha / beta) in eV: -6.84 / -8.22

Structure (ORCA input):
```
! RIJCOSX wB97M-V def2-TZVPD def2/J DEFGRID3
* xyz 0 5
Ir 0.019 0.145 -0.048
Cl -5.601 3.419 2.847
C -4.412 2.236 2.451
C -3.534 2.495 1.442
C -2.550 1.542 1.081
N -1.615 1.715 0.133
C -1.619 2.761 -0.754
O -2.521 3.551 -0.969
C -0.346 2.864 -1.551
C -0.097 4.002 -2.297
C 1.086 4.079 -3.013
C 1.975 3.018 -2.958
C 1.654 1.918 -2.183
N 0.511 1.842 -1.503
C -2.504 0.287 1.798
C -3.428 0.061 2.843
C -4.355 1.006 3.166
Cl -5.458 0.693 4.450
N -1.535 -0.570 1.438
C -1.489 -1.876 1.836
O -2.398 -2.534 2.316
C -0.151 -2.523 1.588
C 0.148 -3.737 2.182
C 1.385 -4.307 1.933
C 2.275 -3.647 1.099
C 1.899 -2.435 0.547
N 0.707 -1.893 0.784
H -3.593 3.427 0.905
H -0.832 4.793 -2.292
H 1.316 4.959 -3.601
H 2.914 3.039 -3.495
H 2.331 1.080 -2.073
H -3.403 -0.871 3.383
H -0.590 -4.196 2.825
H 1.656 -5.251 2.389
H 3.254 -4.055 0.884
H 2.567 -1.861 -0.081
F 3.477 3.470 2.125
C 2.741 2.761 1.259
F 1.496 3.280 1.271
F 3.241 2.987 0.036
C 2.705 1.216 1.548
O 2.217 0.524 0.514
C 1.882 0.984 2.869
F 1.948 -0.308 3.231
F 2.293 1.726 3.906
F 0.577 1.262 2.680
C 4.176 0.722 1.795
F 4.203 -0.618 1.849
F 4.960 1.091 0.769
F 4.747 1.176 2.920
C -0.880 -0.670 -3.551
P -1.272 -1.073 -1.812
C -1.397 -2.896 -1.844
C -3.013 -0.569 -1.645
C -3.832 -1.214 -0.716
C -5.102 -0.727 -0.440
C -5.568 0.411 -1.084
C -4.766 1.050 -2.018
C -3.497 0.563 -2.297
H -0.632 0.390 -3.633
H -1.712 -0.904 -4.217
H -0.001 -1.245 -3.848
H -2.214 -3.211 -2.494
H -1.566 -3.284 -0.839
H -0.456 -3.307 -2.212
H -3.479 -2.092 -0.184
H -5.720 -1.234 0.293
H -6.548 0.807 -0.847
H -5.119 1.942 -2.521
H -2.874 1.090 -3.013
*
```

Now the Löwdin charges, all in e: 1.208 0.697 -0.666 -0.026 -0.184 0.037 -0.433 0.076 -0.195 0.016 -0.035 -0.039 -0.131 -0.018 -0.201 -0.030 -0.666 0.699 0.021 -0.446 0.070 -0.205 0.013 -0.037 -0.033 -0.117 -0.012 0.105 0.123 0.114 0.113 0.116 0.107 0.123 0.113 0.112 0.111 0.167 -0.535 0.149 0.152 -0.346 -0.237 -0.538 0.158 0.168 0.121 -0.542 0.151 0.160 0.162 -0.256 0.826 -0.241 -0.377 -0.102 -0.070 -0.076 -0.072 -0.105 0.024 0.054 0.045 0.056 0.032 0.045 0.095 0.112 0.107 0.110 0.102

***

The strongest force on any atom results, record by record, are as follows: 4.15, 6.96, 3.75, 0.61 eV Å⁻¹.
The energy results, record by record, are as follows: -1674.538424, -360.430185, -1144.426995, -3865.479905 hartree.